Version a
The following is a quantum chemistry calculation of C4H8ClN in the gas phase, from OMol25.

Last column: natural (NBO) charge in e.
CARTESIAN COORDINATES (ANGSTROEM)
Cl1 2.529 -0.052 0.144  -0.050
C1 0.951 0.380 -0.410  -0.388
C2 -0.161 -0.519 0.067  -0.240
N1 -1.384 0.011 -0.482  -0.405
C3 -2.637 -0.586 0.027  -0.256
C4 -2.265 0.819 0.313  -0.256
H1 0.795 1.389 0.172  0.204
H2 0.984 0.482 -1.462  0.221
H3 0.059 -1.551 -0.382  0.202
H4 -0.087 -0.581 1.187  0.179
H5 -3.356 -1.029 -0.627  0.211
H6 -2.458 -1.074 0.957  0.178
H7 -2.514 1.668 -0.294  0.215
H8 -2.062 0.935 1.387  0.186

Computed properties:
Net charge = 0
E_HOMO = -0.360 hartree
LUMO level = 1.10 eV
Structure (SMILES) = ClCCN1CC1
M = 105.57 g mol⁻¹
Kohn-Sham gap = 10.895 eV

=====

Version b
The following is a quantum chemistry calculation of C4H8ClN in the gas phase, from OMol25.

Last column: natural (NBO) charge in e.
CARTESIAN COORDINATES (ANGSTROEM)
C1 0.831 1.801 0.530  -0.619
C2 0.579 0.390 0.014  -0.053
N1 0.533 -0.751 0.818  -0.595
C3 -0.660 -0.397 0.085  -0.107
C4 -0.851 -1.413 -1.062  -0.392
Cl1 -1.216 -3.002 -0.518  -0.040
H1 1.801 1.822 1.028  0.217
H2 0.066 2.074 1.244  0.204
H3 0.700 2.473 -0.306  0.218
H4 1.102 0.355 -0.929  0.178
H5 0.472 -0.589 1.825  0.364
H6 -1.642 -0.179 0.594  0.212
H7 -1.699 -1.092 -1.651  0.205
H8 -0.015 -1.492 -1.671  0.208

Computed properties:
Net charge = 0
E_HOMO = -0.343 hartree
LUMO level = 1.08 eV
Structure (SMILES) = C[C@H]1N[C@@H]1CCl
M = 105.57 g mol⁻¹
Kohn-Sham gap = 10.400 eV

=====

Stability ranking, top and bottom: version b is the most stable and version a is the least stable.

=====

Version a
The following is a quantum chemistry calculation of C6H12 in the gas phase, from OMol25.

Last column: natural (NBO) charge in e.
CARTESIAN COORDINATES (ANGSTROEM)
C1 2.822 -0.145 -0.144  -0.635
C2 1.352 0.320 -0.071  -0.176
C3 0.331 -0.507 0.289  -0.224
C4 -1.091 -0.076 0.408  -0.217
C5 -1.925 -1.020 -0.361  -0.603
C6 -1.377 1.382 -0.051  -0.584
H1 3.563 0.367 0.503  0.211
H2 3.288 -0.060 -0.959  0.203
H3 2.969 -1.001 0.371  0.212
H4 1.075 1.451 -0.583  0.207
H5 0.469 -1.586 0.537  0.203
H6 -1.388 0.006 1.686  0.188
H7 -2.982 -0.824 -0.081  0.211
H8 -1.725 -2.111 0.003  0.200
H9 -1.686 -1.029 -1.322  0.206
H10 -2.324 1.470 -0.086  0.184
H11 -1.153 1.443 -1.205  0.196
H12 -0.779 2.150 0.719  0.219

Computed properties:
Net charge = 0
E_HOMO = -0.331 hartree
LUMO level = 1.13 eV
Structure (SMILES) = C/C=C/C(C)C
M = 84.16 g mol⁻¹
Kohn-Sham gap = 10.147 eV

=====

Version b
The following is a quantum chemistry calculation of C6H12 in the gas phase, from OMol25.

Last column: natural (NBO) charge in e.
CARTESIAN COORDINATES (ANGSTROEM)
C1 -1.275 -1.472 1.078  -0.603
C2 -0.025 -0.594 1.211  -0.399
C3 -0.130 0.775 0.540  -0.219
C4 1.044 1.598 0.048  -0.421
C5 0.084 0.990 -0.936  -0.227
C6 0.545 -0.143 -1.822  -0.608
H1 -2.198 -0.923 1.285  0.202
H2 -1.361 -1.902 0.072  0.203
H3 -1.226 -2.323 1.770  0.208
H4 0.791 -1.193 0.801  0.199
H5 0.211 -0.425 2.272  0.204
H6 -0.921 1.390 0.972  0.207
H7 2.049 1.182 0.095  0.208
H8 1.018 2.679 0.189  0.214
H9 -0.612 1.677 -1.416  0.209
H10 1.034 0.239 -2.725  0.212
H11 -0.298 -0.772 -2.131  0.207
H12 1.269 -0.781 -1.304  0.204

Computed properties:
Net charge = 0
E_HOMO = -0.363 hartree
LUMO level = 1.23 eV
Structure (SMILES) = CC[C@H]1C[C@H]1C
M = 84.16 g mol⁻¹
Kohn-Sham gap = 11.110 eV

=====

Version c
The following is a quantum chemistry calculation of C6H12 in the gas phase, from OMol25.

Last column: natural (NBO) charge in e.
CARTESIAN COORDINATES (ANGSTROEM)
C1 2.232 0.823 -0.394  -0.598
C2 1.446 -0.205 0.416  -0.571
C3 0.568 -1.110 -0.370  0.144
C4 -0.668 -1.445 0.364  -0.546
C5 -1.459 -0.242 -0.259  -0.379
C6 -1.908 0.792 0.764  -0.606
H1 2.676 0.354 -1.276  0.221
H2 1.572 1.627 -0.741  0.202
H3 3.026 1.282 0.205  0.206
H4 1.001 0.251 1.320  0.179
H5 2.143 -0.981 0.792  0.265
H6 -0.833 0.259 -1.020  0.230
H7 -0.654 -1.352 1.463  0.186
H8 -1.118 -2.400 0.080  0.216
H9 -2.304 -0.640 -0.827  0.226
H10 -2.618 0.364 1.478  0.208
H11 -2.391 1.639 0.267  0.213
H12 -1.055 1.182 1.331  0.205

Computed properties:
Net charge = 0
E_HOMO = -0.297 hartree
LUMO level = 0.91 eV
M = 84.16 g mol⁻¹
Kohn-Sham gap = 8.994 eV

=====

Version d
The following is a quantum chemistry calculation of C6H12 in the gas phase, from OMol25.

Last column: natural (NBO) charge in e.
CARTESIAN COORDINATES (ANGSTROEM)
C1 1.770 0.893 -0.622  -0.596
C2 1.577 -0.304 0.297  -0.407
C3 0.324 -0.879 -0.306  -0.198
C4 -0.897 -1.460 0.276  -0.422
C5 -1.035 -0.088 -0.318  -0.244
C6 -1.739 0.928 0.605  -0.610
H1 1.552 0.618 -1.660  0.200
H2 0.929 1.544 -0.345  0.212
H3 2.773 1.320 -0.602  0.204
H4 1.432 0.012 1.338  0.200
H5 2.447 -0.977 0.279  0.205
H6 0.597 -1.337 -1.266  0.209
H7 -0.975 -1.485 1.358  0.207
H8 -1.341 -2.279 -0.264  0.211
H9 -1.462 0.000 -1.315  0.205
H10 -2.802 0.631 0.610  0.213
H11 -1.733 1.978 0.285  0.208
H12 -1.419 0.886 1.651  0.205

Computed properties:
Net charge = 0
E_HOMO = -0.347 hartree
LUMO level = 1.18 eV
Structure (SMILES) = CC[C@H]1C[C@H]1C
M = 84.16 g mol⁻¹
Kohn-Sham gap = 10.620 eV

=====

Stability ranking, top and bottom: version b is the most stable and version a is the least stable.

=====

Version a
The following is a quantum chemistry calculation of 2 unconnected molecules or ions with the total composition C6H12, from OMol25.

Last column: natural (NBO) charge in e.
CARTESIAN COORDINATES (ANGSTROEM)
C1 -0.437 -1.657 0.985  -0.411
C2 -1.581 -0.987 1.097  -0.175
C3 -1.686 0.499 1.289  -0.654
H1 -0.418 -2.737 0.860  0.198
H2 0.523 -1.146 1.008  0.201
H3 -2.522 -1.537 1.062  0.193
H4 -0.729 0.991 1.087  0.213
H5 -1.979 0.741 2.318  0.221
H6 -2.445 0.933 0.628  0.215
C4 2.443 0.641 -0.435  -0.419
C5 1.536 0.086 -1.235  -0.162
C6 0.232 0.712 -1.629  -0.657
H7 2.290 1.628 -0.001  0.189
H8 3.372 0.135 -0.188  0.200
H9 1.731 -0.907 -1.643  0.195
H10 -0.603 0.050 -1.368  0.228
H11 0.189 0.884 -2.711  0.219
H12 0.083 1.672 -1.123  0.208

Computed properties:
Net charge = 0
E_HOMO = -0.352 hartree
LUMO level = 1.20 eV
Structure (SMILES) = C=CC.C=CC
M = 84.16 g mol⁻¹
Kohn-Sham gap = 10.780 eV

=====

Version b
The following is a quantum chemistry calculation of C6H12 in the gas phase, from OMol25.

Last column: natural (NBO) charge in e.
CARTESIAN COORDINATES (ANGSTROEM)
C1 -1.251 -1.113 0.391  -0.613
C2 -0.404 0.059 -0.078  -0.010
C3 -1.292 1.168 -0.666  -0.616
C4 0.760 0.513 0.938  -0.417
C5 1.749 -0.291 0.230  -0.409
C6 0.795 -0.406 -1.035  -0.404
H1 -1.822 -1.552 -0.437  0.205
H2 -0.618 -1.894 0.824  0.210
H3 -1.966 -0.789 1.157  0.212
H4 -1.875 0.801 -1.527  0.213
H5 -0.701 2.023 -1.016  0.209
H6 -2.012 1.534 0.076  0.213
H7 0.886 1.593 0.883  0.198
H8 1.523 0.423 1.956  0.195
H9 1.980 -1.273 0.635  0.199
H10 2.613 0.276 1.002  0.194
H11 0.660 -1.399 -1.511  0.210
H12 0.973 0.329 -1.822  0.210

Computed properties:
Net charge = 0
E_HOMO = -0.330 hartree
LUMO level = 0.97 eV
Structure (SMILES) = CC1(C)CCC1
M = 84.16 g mol⁻¹
Kohn-Sham gap = 9.957 eV

=====

Version c
The following is a quantum chemistry calculation of 2 unconnected molecules or ions with the total composition C6H12, from OMol25.

Last column: natural (NBO) charge in e.
CARTESIAN COORDINATES (ANGSTROEM)
C1 -1.877 0.943 0.484  -0.793
C2 -1.734 -0.111 -0.549  0.174
C3 -1.941 -1.473 -0.003  -0.794
C4 1.288 -0.210 -0.103  -0.431
C5 2.647 -0.055 -0.720  -0.418
C6 2.030 1.088 0.037  -0.425
H1 -1.253 1.817 0.265  0.245
H2 -2.915 1.290 0.329  0.272
H3 -1.773 0.649 1.542  0.184
H4 0.436 -0.227 -0.782  0.228
H5 -1.393 -2.236 -0.568  0.241
H6 -1.807 -1.622 1.082  0.185
H7 -3.005 -1.659 -0.239  0.273
H8 1.183 -0.842 0.776  0.210
H9 3.480 -0.579 -0.261  0.211
H10 2.704 0.019 -1.802  0.214
H11 1.672 1.943 -0.530  0.213
H12 2.446 1.338 1.009  0.211

Computed properties:
Net charge = 0
E_HOMO = -0.301 hartree
LUMO level = 0.41 eV
M = 84.16 g mol⁻¹
Kohn-Sham gap = 8.590 eV

=====

Version d
The following is a quantum chemistry calculation of C6H12 in the gas phase, from OMol25.

Last column: natural (NBO) charge in e.
CARTESIAN COORDINATES (ANGSTROEM)
C1 1.400 1.329 -0.147  -0.610
C2 0.870 -0.012 0.267  -0.206
C3 0.577 -1.040 -0.833  -0.396
C4 -0.561 -1.565 0.148  -0.420
C5 -0.551 -0.167 0.823  -0.217
C6 -1.580 0.735 0.123  -0.619
H1 0.775 1.749 -0.942  0.204
H2 1.412 2.018 0.702  0.207
H3 2.418 1.216 -0.533  0.211
H4 1.529 -0.483 1.013  0.197
H5 0.154 -0.674 -1.759  0.196
H6 1.465 -1.660 -1.083  0.199
H7 0.101 -2.365 0.412  0.225
H8 -1.552 -1.889 -0.193  0.203
H9 -0.638 -0.019 1.910  0.200
H10 -1.390 1.796 0.326  0.211
H11 -1.558 0.600 -0.966  0.203
H12 -2.603 0.516 0.455  0.212

Computed properties:
Net charge = 0
E_HOMO = -0.369 hartree
LUMO level = 1.18 eV
Structure (SMILES) = C[C@@H]1CC[C@@H]1C
M = 84.16 g mol⁻¹
Kohn-Sham gap = 11.217 eV

=====

Stability ranking, top and bottom: version d is the most stable and version b is the least stable.

=====

Version a
The following is a quantum chemistry calculation of C4H6N2S2 in the gas phase, from OMol25.

Last column: natural (NBO) charge in e.
CARTESIAN COORDINATES (ANGSTROEM)
C1 0.861 2.298 -0.054  -0.062
N1 0.546 1.194 -0.606  -0.280
N2 -0.767 0.838 -0.424  -0.275
C2 -1.022 -0.417 -0.391  0.020
C3 -2.447 -0.846 -0.347  -0.324
S1 -3.703 0.059 0.090  0.141
S2 0.081 -1.803 -0.428  0.248
C4 1.553 -1.294 0.487  -0.726
H1 1.867 2.670 -0.207  0.184
H2 0.134 2.844 0.517  0.174
H3 -2.595 -1.865 -0.654  0.206
H4 2.168 -0.678 -0.133  0.237
H5 1.272 -0.772 1.389  0.226
H6 2.053 -2.228 0.760  0.230

Computed properties:
Net charge = 0
E_HOMO = -0.323 hartree
LUMO level = -1.08 eV
Structure (SMILES) = C=N/N=C(/C=S)SC
M = 146.24 g mol⁻¹
Kohn-Sham gap = 7.725 eV

=====

Version b
The following is a quantum chemistry calculation of C4H6N2S2 in the gas phase, from OMol25.

Last column: natural (NBO) charge in e.
CARTESIAN COORDINATES (ANGSTROEM)
C1 2.068 1.215 -1.325  -0.611
C2 0.810 0.244 -1.541  -0.131
C3 1.102 -1.144 -1.216  0.114
N1 0.710 -1.920 -0.223  -0.561
S1 0.133 -1.094 1.095  0.464
C4 -0.786 0.374 0.461  -0.129
S2 -1.992 0.986 1.294  -0.036
N2 -0.435 0.800 -0.779  -0.618
H1 2.966 0.860 -1.820  0.232
H2 2.054 1.739 -0.248  0.249
H3 1.538 2.157 -2.038  0.195
H4 0.710 0.346 -2.606  0.230
H5 1.987 -1.501 -1.862  0.189
H6 -0.601 1.832 -0.913  0.413

Computed properties:
Net charge = 0
E_HOMO = -0.310 hartree
LUMO level = -0.09 eV
Structure (SMILES) = C[C@H]1C=NSC(=S)N1
M = 146.24 g mol⁻¹
Kohn-Sham gap = 8.346 eV

=====

Stability ranking, top and bottom: version a is the most stable and version b is the least stable.

=====

Version a
The following is a quantum chemistry calculation of C3H3NOS in the gas phase, from OMol25.

Last column: natural (NBO) charge in e.
CARTESIAN COORDINATES (ANGSTROEM)
S1 1.984 -0.010 0.036  -0.095
C1 0.390 0.120 -0.023  0.291
N1 -0.612 1.143 -0.022  -0.601
C2 -1.898 0.546 0.057  -0.103
C3 -1.675 -0.822 -0.087  0.045
O1 -0.339 -1.072 -0.071  -0.452
H1 -0.431 2.216 -0.205  0.451
H2 -2.772 1.135 0.196  0.232
H3 -2.451 -1.672 0.475  0.232

Computed properties:
Net charge = 0
E_HOMO = -0.303 hartree
LUMO level = 0.62 eV
Structure (SMILES) = S=c1[nH]cco1
M = 101.13 g mol⁻¹
Kohn-Sham gap = 8.854 eV

=====

Version b
The following is a quantum chemistry calculation of C3H3NOS in the gas phase, from OMol25.

Last column: natural (NBO) charge in e.
CARTESIAN COORDINATES (ANGSTROEM)
C1 0.502 -0.994 0.047  -0.294
C2 1.801 -0.622 0.023  0.730
C3 -1.144 0.810 0.020  -0.507
N1 -0.725 -0.507 0.034  -0.339
O1 2.884 -0.312 -0.007  -0.378
S1 -0.164 2.268 -0.004  -0.023
H1 0.606 -2.114 -0.225  0.240
H2 -1.971 0.725 -0.719  0.282
H3 -1.789 0.746 0.830  0.288

Computed properties:
Net charge = 0
E_HOMO (alpha / beta) = -0.342 / -0.284 hartree
LUMO level (alpha / beta) = -0.60 / -2.08 eV
M = 101.13 g mol⁻¹
Kohn-Sham gap (alpha / beta) = 8.706 / 5.654 eV

=====

Version c
The following is a quantum chemistry calculation of C3H3NOS in the gas phase, from OMol25.

Last column: natural (NBO) charge in e.
CARTESIAN COORDINATES (ANGSTROEM)
C1 1.645 0.248 -0.019  -0.715
S1 0.021 1.063 0.061  0.289
C2 -1.013 -0.345 0.004  0.264
O1 -0.499 -1.472 0.058  -0.505
C3 -2.364 0.074 0.046  0.154
N1 -3.468 0.333 -0.054  -0.196
H1 2.300 0.899 -0.387  0.226
H2 1.653 -0.496 -0.702  0.235
H3 1.726 -0.303 0.992  0.247

Computed properties:
Net charge = 0
E_HOMO = -0.377 hartree
LUMO level = -0.70 eV
Structure (SMILES) = CSC(=O)C#N
M = 101.13 g mol⁻¹
Kohn-Sham gap = 9.574 eV

=====

Stability ranking, top and bottom: version c is the most stable and version b is the least stable.

=====

Version a
The following is a quantum chemistry calculation of C3H3NOS in the gas phase, from OMol25.

Last column: natural (NBO) charge in e.
CARTESIAN COORDINATES (ANGSTROEM)
S1 0.468 -1.895 0.061  0.042
C1 0.149 -0.173 -0.138  0.003
C2 -0.770 0.466 -0.974  -0.391
C3 -0.867 1.736 -0.322  0.147
O1 0.118 1.771 0.613  -0.302
N1 0.553 0.454 0.821  -0.142
H1 -0.863 -2.133 -0.656  0.146
H2 -1.295 0.019 -1.842  0.252
H3 -1.216 2.912 -0.533  0.246

Computed properties:
Net charge = 0
E_HOMO = -0.346 hartree
LUMO level = 0.55 eV
Structure (SMILES) = Sc1ccon1
M = 101.13 g mol⁻¹
Kohn-Sham gap = 9.960 eV

=====

Version b
The following is a quantum chemistry calculation of C3H3NOS in the gas phase, from OMol25.

Last column: natural (NBO) charge in e.
CARTESIAN COORDINATES (ANGSTROEM)
N1 3.158 1.847 0.009  -0.222
C1 2.428 0.951 0.016  0.197
C2 1.606 -0.204 0.052  -0.231
S1 2.036 -1.782 -0.038  0.176
C3 0.115 0.167 0.060  -0.109
O1 -0.812 -0.881 0.044  -0.706
H1 0.037 0.709 -0.857  0.206
H2 -0.210 0.870 0.740  0.199
H3 -1.023 -1.317 0.897  0.489

Computed properties:
Net charge = 0
E_HOMO (alpha / beta) = -0.355 / -0.355 hartree
LUMO level (alpha / beta) = -1.59 / -1.59 eV
Structure (SMILES) = N#CC(=S)CO
M = 101.13 g mol⁻¹
Kohn-Sham gap (alpha / beta) = 8.076 / 8.076 eV

=====

Stability ranking, top and bottom: version b is the most stable and version a is the least stable.